Molecular formula: C29H29Cl5GeN6O5SeSiTi
Method: DFT, the ωB97M-V functional and the def2-TZVPD basis

```
78
Properties=species:S:1:pos:R:3:lowdin_charge:R:1
Ti 0.600 0.178 0.059 0.905
C -0.922 4.431 3.210 -0.065
O -1.150 3.307 2.366 -0.018
C -0.354 2.230 2.450 -0.542
O -0.663 1.239 1.817 0.040
N 0.711 2.348 3.293 0.018
N 1.528 1.211 3.423 0.041
H -1.781 5.080 3.069 0.095
H -0.020 4.969 2.917 0.044
H -0.851 4.126 4.255 0.095
H 1.182 3.246 3.268 0.091
H 1.951 1.223 4.343 0.082
H 2.273 1.245 2.729 -0.035
Se -5.544 -3.930 2.982 1.076
N -5.145 -3.278 1.369 -0.232
C -3.928 -2.813 1.437 -0.331
C -3.239 -2.179 0.322 -0.080
C -3.793 -2.071 -0.952 0.016
C -3.057 -1.472 -1.950 -0.014
C -1.802 -0.957 -1.637 -0.092
N -1.284 -1.034 -0.423 0.072
C -1.961 -1.665 0.537 -0.126
C -1.258 -1.855 1.809 -0.141
N 0.018 -1.445 1.858 0.073
C 0.705 -1.677 2.966 -0.136
C 0.158 -2.310 4.083 -0.009
C -1.151 -2.718 4.044 0.011
C -1.882 -2.497 2.875 -0.083
C -3.257 -2.955 2.714 -0.330
N -3.942 -3.533 3.661 -0.233
H -4.782 -2.472 -1.132 0.117
H -3.435 -1.384 -2.959 0.113
H -1.185 -0.468 -2.379 0.120
H 1.736 -1.357 2.992 -0.012
H 0.783 -2.473 4.950 0.115
H -1.625 -3.219 4.877 0.116
C 0.062 2.894 -3.507 -0.158
Si -0.886 2.635 -1.917 0.302
C -0.987 4.243 -0.962 -0.149
C -2.650 2.169 -2.403 -0.171
O -0.204 1.494 -0.986 -0.401
H -0.390 3.690 -4.107 0.027
H 0.077 1.980 -4.106 0.027
H 1.095 3.162 -3.280 0.020
H -1.474 5.033 -1.541 0.027
H 0.019 4.583 -0.699 0.012
H -1.543 4.095 -0.035 0.018
H -3.125 3.031 -2.882 0.026
H -3.255 1.892 -1.535 0.030
H -2.681 1.344 -3.119 0.013
Cl 2.269 4.972 1.411 0.607
C 3.380 3.680 0.836 -0.943
Cl 4.229 2.955 2.202 0.617
C 2.550 2.677 -0.005 -0.746
O 2.469 2.956 -1.189 0.032
O 2.033 1.720 0.654 -0.231
H 4.107 4.169 0.201 0.060
C 0.863 -4.992 -2.729 -0.106
C 0.576 -4.549 -1.419 -0.093
C 0.790 -3.245 -1.076 -0.088
C 1.286 -2.290 -2.005 -0.203
C 1.457 -0.912 -1.644 -0.221
C 2.009 -0.086 -2.603 -0.126
C 2.368 -0.552 -3.889 -0.082
C 2.157 -1.852 -4.245 -0.059
C 1.607 -2.758 -3.307 -0.178
C 1.376 -4.118 -3.642 -0.056
H 0.697 -6.028 -2.999 0.090
H 0.215 -5.253 -0.678 0.095
H 0.619 -2.923 -0.057 0.071
H 2.170 0.963 -2.381 0.072
H 2.804 0.141 -4.601 0.098
H 2.415 -2.211 -5.236 0.099
H 1.625 -4.453 -4.644 0.101
Cl 3.618 -3.271 1.031 -0.054
Ge 3.315 -1.025 0.947 -0.034
Cl 5.124 -0.421 -0.197 -0.025
Cl 4.180 -0.608 3.098 -0.079
```

Output
Electronic energy: -265201.4245 eV
E_HOMO (alpha / beta): -4.6940 / -4.7623 eV
<S²>: 0.7539
Lowest unoccupied orbital energy (alpha / beta): 0.91 / 0.91 eV
Multiplicity: 2
Orbital gap (alpha / beta): 5.6 / 5.7 eV
Charge: -1

---

Molecular formula: C29H29F8N2O2SV
Method: DFT, the ωB97M-V functional and the def2-TZVPD basis

```
72
Properties=species:S:1:pos:R:3:lowdin_charge:R:1
V 0.142 -0.100 -0.791 0.868
C -0.387 -3.986 -0.446 -0.032
C -0.880 -2.704 0.220 -0.392
C -2.406 -2.686 0.324 -0.022
C -0.256 -2.455 1.569 -0.127
C -0.124 -3.490 2.476 -0.014
C 0.474 -3.285 3.709 -0.030
C 1.032 -2.056 3.996 -0.019
C 0.939 -0.984 3.116 -0.117
C 1.795 0.233 3.377 -0.381
C 3.257 -0.229 3.425 -0.041
C 1.429 0.957 4.673 -0.044
C 0.179 -1.158 1.930 -0.136
N -0.072 -0.101 1.068 -0.045
C -0.244 1.139 1.509 -0.011
C -0.104 2.155 0.574 -0.254
C -0.111 3.560 0.618 0.057
C 0.273 3.991 -0.639 0.044
C 0.495 2.846 -1.445 -0.180
N 0.238 1.755 -0.726 -0.019
C 1.023 2.793 -2.853 -0.522
C 2.258 1.880 -2.865 -0.017
C 1.438 4.185 -3.328 -0.042
C -0.036 2.212 -3.805 -0.042
H -0.701 -3.998 -1.487 0.092
H -0.806 -4.864 0.036 0.087
H 0.698 -4.052 -0.408 0.094
H -0.556 -1.873 -0.451 0.016
H -2.736 -3.474 0.998 0.101
H -2.856 -2.864 -0.650 0.085
H -2.761 -1.732 0.719 0.085
H -0.487 -4.472 2.226 0.119
H 0.555 -4.096 4.413 0.116
H 1.580 -1.932 4.915 0.118
H 1.709 0.935 2.536 0.111
H 3.447 -0.846 4.299 0.083
H 3.913 0.633 3.467 0.089
H 3.507 -0.799 2.534 0.076
H 1.502 0.285 5.524 0.083
H 0.417 1.355 4.646 0.073
H 2.115 1.783 4.835 0.087
H -0.516 1.338 2.543 0.161
H -0.364 4.164 1.468 0.127
H 0.391 5.011 -0.948 0.119
H 3.005 2.231 -2.156 0.107
H 2.701 1.866 -3.857 0.108
H 1.973 0.857 -2.614 0.054
H 2.168 4.617 -2.650 0.093
H 0.582 4.848 -3.409 0.094
H 1.896 4.108 -4.310 0.094
H -0.079 1.126 -3.719 0.011
H 0.229 2.449 -4.832 0.096
H -1.023 2.623 -3.603 0.097
F 3.836 -2.309 -1.998 0.186
C 3.897 -1.216 -1.245 -0.545
F 4.640 -1.477 -0.169 0.184
F 4.509 -0.259 -1.952 0.178
C 2.494 -0.711 -0.833 -0.519
O 2.409 0.123 0.052 0.122
O 1.510 -1.162 -1.472 -0.041
F -7.086 0.031 -0.786 0.160
C -5.815 -0.083 -1.136 -0.114
C -4.819 0.559 -0.396 -0.131
F -5.123 1.278 0.679 0.143
C -3.496 0.423 -0.784 -0.212
F -2.506 0.993 -0.051 0.062
C -3.111 -0.334 -1.888 -0.451
S -1.439 -0.468 -2.343 0.903
C -4.121 -0.979 -2.612 -0.228
F -3.795 -1.736 -3.652 0.117
C -5.457 -0.863 -2.238 -0.126
F -6.387 -1.506 -2.928 0.153
```

Output
Electronic energy: -95875.8298 eV
E_HOMO (alpha / beta): -11.1881 / -11.5186 eV
<S²>: 0.8565
Lowest unoccupied orbital energy (alpha / beta): -6.05 / -4.58 eV
Multiplicity: 2
Orbital gap (alpha / beta): 5.1 / 6.9 eV
Charge: +1

---

Molecular formula: C29H29GaGe2N8Se
Method: DFT, the ωB97M-V functional and the def2-TZVPD basis

```
70
Properties=species:S:1:pos:R:3:lowdin_charge:R:1
Ga -0.456 -0.287 -0.659 0.526
Se -6.511 0.507 -5.125 1.286
N -4.915 1.177 -5.197 -0.213
C -4.280 0.811 -4.103 -0.335
C -2.928 1.145 -3.802 -0.076
C -2.133 1.857 -4.661 0.080
C -0.797 2.045 -4.307 0.012
C -0.256 1.489 -3.185 -0.077
N -1.005 0.707 -2.396 0.037
C -2.325 0.625 -2.642 -0.094
C -3.101 -0.226 -1.695 -0.101
N -2.365 -0.922 -0.790 0.048
C -3.058 -1.661 0.077 -0.079
C -4.439 -1.755 0.077 0.022
C -5.180 -1.225 -0.975 0.095
C -4.469 -0.421 -1.898 -0.048
C -5.094 0.138 -3.096 -0.266
N -6.367 -0.057 -3.527 -0.248
H -2.495 2.309 -5.555 0.138
H -0.033 2.577 -4.879 0.138
H 0.779 1.533 -2.936 0.121
H -2.537 -2.245 0.803 0.090
H -4.863 -2.347 0.865 0.130
H -6.251 -1.373 -0.918 0.146
N 2.630 -4.679 -1.865 0.212
C 2.293 -4.112 -3.021 -0.459
N 2.374 -4.844 -4.126 0.225
N 1.988 -2.809 -3.162 0.164
C 1.383 -2.176 -2.233 -0.245
N 0.720 -1.532 -1.534 0.149
H 2.947 -5.634 -1.951 0.135
H 2.931 -4.114 -1.064 0.146
H 2.829 -5.729 -4.098 0.130
H 2.013 -4.411 -4.990 0.161
C 3.472 2.349 2.984 -0.189
Ge 3.266 0.970 1.621 0.926
C 4.031 -0.677 2.342 -0.214
C 3.586 1.482 -0.206 -0.233
Ge 0.365 0.675 1.502 1.007
C 0.260 2.546 1.941 -0.440
C 0.412 3.487 0.945 -0.143
C 0.490 4.831 1.306 -0.048
C 0.564 5.233 2.629 -0.030
C 0.372 4.305 3.657 -0.031
C 0.239 2.952 3.296 -0.111
C 0.298 -0.905 2.663 -0.358
C 1.104 -1.246 3.780 -0.088
C 0.801 -2.350 4.541 -0.040
C -0.277 -3.136 4.227 -0.038
C -1.105 -2.851 3.156 -0.033
C -0.769 -1.751 2.354 -0.168
H 2.800 3.199 2.939 0.009
H 4.403 2.809 2.647 0.045
H 3.546 1.973 3.992 0.043
H 5.073 -0.666 2.103 0.028
H 3.610 -1.510 1.767 0.028
H 3.926 -0.805 3.423 0.035
H 4.552 2.031 -0.238 0.058
H 2.923 2.186 -0.656 0.001
H 3.737 0.642 -0.915 0.038
H 0.341 3.168 -0.126 0.104
H 0.573 5.593 0.534 0.122
H 0.742 6.228 2.847 0.101
H 0.265 4.625 4.689 0.127
H 0.055 2.170 4.074 0.125
H 1.993 -0.693 3.990 0.069
H 1.350 -2.554 5.424 0.119
H -0.631 -3.919 4.847 0.117
H -1.985 -3.410 2.919 0.109
H -1.409 -1.345 1.568 0.004
```

Output
Electronic energy: -273194.2901 eV
E_HOMO (alpha / beta): -15.5178 / -16.0994 eV
<S²>: 0.7557
Lowest unoccupied orbital energy (alpha / beta): -8.60 / -10.07 eV
Multiplicity: 2
Orbital gap (alpha / beta): 6.9 / 6.0 eV
Charge: +3

---

Molecular formula: C29H29InN7O4SSe
Method: DFT, the ωB97M-V functional and the def2-TZVPD basis

```
72
Properties=species:S:1:pos:R:3:lowdin_charge:R:1
In -0.949 1.661 0.339 0.632
N -3.927 1.362 3.310 0.084
C -2.843 1.934 2.727 -0.900
S -1.328 1.188 2.928 0.690
N -2.989 3.122 2.195 -0.014
N -2.084 3.508 1.338 -0.076
C -1.969 4.735 0.971 -0.064
C -1.117 5.049 -0.144 -0.260
C -0.967 6.355 -0.635 -0.017
C -0.211 6.557 -1.772 -0.075
C 0.395 5.467 -2.384 -0.050
C 0.255 4.222 -1.783 -0.111
N -0.463 4.025 -0.700 0.067
H -3.816 0.379 3.502 0.076
H -4.814 1.628 2.907 0.099
H -2.568 5.519 1.434 0.128
H -1.452 7.177 -0.126 0.106
H -0.094 7.554 -2.179 0.101
H 0.962 5.581 -3.295 0.097
H 0.739 3.336 -2.176 0.120
C 0.877 -5.260 0.721 -0.039
C 1.784 -4.745 -0.357 -0.209
C 2.765 -5.555 -0.899 -0.058
C 3.626 -5.091 -1.878 -0.102
C 3.496 -3.794 -2.340 -0.092
C 2.514 -2.967 -1.827 -0.034
C 1.657 -3.424 -0.824 -0.198
N 0.647 -2.631 -0.299 0.152
C 0.559 -1.261 -0.046 -0.316
N 1.751 -0.618 -0.028 0.153
C 2.139 0.692 0.285 -0.204
C 1.248 1.720 0.560 -0.148
C 1.752 2.943 0.961 -0.146
C 3.109 3.185 1.042 -0.095
C 3.990 2.176 0.699 -0.073
C 3.527 0.923 0.334 -0.220
C 4.520 -0.154 -0.020 -0.054
N -0.588 -0.763 0.247 0.099
C -1.730 -1.582 0.097 -0.263
C -2.332 -1.657 -1.157 -0.039
C -3.480 -2.403 -1.345 -0.070
C -4.026 -3.103 -0.283 -0.094
C -3.417 -3.052 0.960 -0.063
C -2.269 -2.302 1.175 -0.223
C -1.599 -2.314 2.517 -0.055
H 1.165 -6.267 1.010 0.075
H -0.160 -5.287 0.386 0.087
H 0.929 -4.620 1.601 0.078
H 2.867 -6.568 -0.537 0.106
H 4.384 -5.744 -2.284 0.095
H 4.152 -3.426 -3.114 0.100
H 2.376 -1.974 -2.229 0.118
H -0.217 -3.109 -0.068 0.124
H 2.537 -1.234 -0.175 0.089
H 1.055 3.727 1.216 0.084
H 3.478 4.154 1.352 0.095
H 5.055 2.365 0.713 0.099
H 5.530 0.235 0.077 0.072
H 4.393 -0.497 -1.048 0.076
H 4.439 -1.020 0.641 0.083
H -1.912 -1.092 -1.974 0.103
H -3.956 -2.406 -2.316 0.107
H -4.924 -3.693 -0.419 0.093
H -3.847 -3.605 1.786 0.101
H -2.280 -2.686 3.278 0.074
H -1.273 -1.314 2.790 -0.013
H -0.724 -2.964 2.500 0.064
O -3.331 3.066 -1.816 -0.448
Se -2.914 1.550 -1.631 0.681
O -1.284 1.373 -1.863 -0.479
O -3.069 1.107 -0.034 -0.457
O -3.752 0.609 -2.593 -0.448
```

Output
Electronic energy: -130521.1901 eV
E_HOMO: -4.8927 eV
Lowest unoccupied orbital energy: 2.37 eV
Multiplicity: 1
Orbital gap: 7.3 eV
Charge: -1